# C6H10N2O2

A 2-piece molecular cluster, C6H10N2O2 overall (wB97M-V/def2-TZVPD, OMol25).

Structure (ORCA input):
```
! RIJCOSX wB97M-V def2-TZVPD def2/J DEFGRID3
* xyz 0 1
C 1.623 2.093 0.177
C 1.601 0.609 0.096
N 2.007 -0.071 -0.891
C 1.967 -1.474 -0.520
C 1.070 -1.499 0.751
N 1.063 -0.106 1.222
H 2.398 2.420 0.902
H 1.893 2.473 -0.801
H 0.652 2.481 0.503
H 2.972 -1.848 -0.294
H 1.556 -2.100 -1.342
H 1.433 -2.199 1.507
H 0.054 -1.793 0.497
H 0.092 0.211 1.331
O -3.386 0.183 0.786
C -2.985 -0.501 -0.135
C -1.800 -0.083 -0.951
O -1.158 0.925 -0.641
H -3.446 -1.459 -0.420
H -1.601 -0.675 -1.868
*
```

**HOMO level**: -8.89 eV
**Gap between HOMO and LUMO**: 7.34 eV
**Structure (SMILES)**: CC1=NCCN1.O=CC=O
**Energy above the lowest of the compared OMol25 structures with the same formula, charge and spin**: 2.365 eV

# C4HN2O3

An isolated ion of composition C4HN2O3 and charge -1 (wB97M-V/def2-TZVPD, OMol25).

Structure (ORCA input):
```
! RIJCOSX wB97M-V def2-TZVPD def2/J DEFGRID3
* xyz -1 3
C 0.393 1.875 -0.108
C 0.434 0.822 0.755
C -1.618 -0.094 0.227
C 0.400 -1.475 -0.093
N 0.232 2.977 -0.490
N 1.031 -0.361 0.195
O -2.749 0.352 0.123
O 0.928 -2.523 -0.483
O -1.078 -1.361 -0.031
H 2.027 -0.213 -0.095
*
```

**Expectation value of S²**: 2.024
**HOMO level (spin up / spin down)**: -2.03 / -4.12 eV
**Gap between HOMO and LUMO (spin up / spin down)**: 5.82 / 7.00 eV

# C7H10

An isolated molecule of C7H10 (wB97M-V/def2-TZVPD, OMol25).

Structure (ORCA input):
```
! RIJCOSX wB97M-V def2-TZVPD def2/J DEFGRID3
* xyz 0 1
C -1.204 -1.599 0.336
C -0.436 -1.349 -0.897
C 0.135 0.919 -1.174
C -0.510 1.755 -0.073
C 0.753 -0.454 -0.707
C 1.378 -0.373 0.624
C 1.875 -0.378 1.723
H -2.272 -1.737 0.141
H -0.818 -2.609 0.582
H -1.020 -0.970 1.220
H -0.595 0.701 -1.964
H 0.934 1.492 -1.653
H 0.225 2.051 0.682
H -0.944 2.661 -0.511
H -1.314 1.215 0.437
H 1.523 -0.713 -1.444
H 2.330 -0.385 2.690
*
```

**HOMO level**: -8.33 eV
**Gap between HOMO and LUMO**: 8.66 eV
**Energy above the lowest of the compared OMol25 structures with the same formula, charge and spin**: 5.282 eV

# C2H10O3

A 3-piece molecular cluster, C2H10O3 overall (wB97M-V/def2-TZVPD, OMol25).

Structure (ORCA input):
```
! RIJCOSX wB97M-V def2-TZVPD def2/J DEFGRID3
* xyz 0 1
C -0.647 0.921 -0.058
C 0.363 -0.024 0.626
O -0.139 -0.676 1.810
H -0.923 0.482 -1.014
H -0.163 1.883 -0.211
H -1.540 1.125 0.541
H 0.595 -0.876 0.007
H 1.260 0.546 0.901
H -0.617 -0.045 2.359
O -1.781 0.637 4.246
H -2.495 -0.011 4.220
H -0.979 0.086 4.295
O 2.255 -1.587 -5.600
H 2.282 -1.796 -6.545
H 2.530 -0.664 -5.578
*
```

**HOMO level**: -10.18 eV
**Gap between HOMO and LUMO**: 11.03 eV
**Structure (SMILES)**: CCO.O.O
**Energy above the lowest of the compared OMol25 structures with the same formula, charge and spin**: 0.466 eV

# C41H43N9S3SeV

C41H43N9S3SeV as an isolated structure (wB97M-V/def2-TZVPD, OMol25).

Structure (ORCA input):
```
! RIJCOSX wB97M-V def2-TZVPD def2/J DEFGRID3
* xyz 1 3
V -0.431 -0.103 0.098
C 4.488 -2.619 -3.489
C 3.463 -1.726 -2.852
C 2.518 -1.052 -3.623
C 1.575 -0.230 -3.038
C 1.562 -0.020 -1.662
N 0.677 0.899 -1.034
C 0.994 2.254 -1.115
C 1.936 2.718 -2.047
C 2.238 4.053 -2.207
C 1.618 5.024 -1.430
C 1.933 6.485 -1.581
C 0.715 4.585 -0.480
C 0.409 3.239 -0.294
N -0.486 2.928 0.779
C -1.022 3.795 1.670
C -1.770 3.077 2.572
C -1.636 1.752 2.164
N -0.865 1.674 1.084
C 2.478 -0.737 -0.886
C 3.406 -1.585 -1.473
N 2.483 -0.587 0.529
C 3.546 -0.631 1.360
C 3.092 -0.390 2.634
C 1.713 -0.197 2.491
N 1.357 -0.316 1.221
H 4.668 -2.332 -4.524
H 4.147 -3.655 -3.479
H 5.436 -2.576 -2.953
H 2.521 -1.180 -4.699
H 0.846 0.293 -3.645
H 2.444 1.997 -2.669
H 2.970 4.343 -2.951
H 2.366 6.693 -2.559
H 2.651 6.813 -0.828
H 1.038 7.100 -1.471
H 0.242 5.335 0.137
H -0.832 4.849 1.627
H -2.316 3.460 3.415
H -2.026 0.841 2.596
H 4.073 -2.165 -0.847
H 4.536 -0.809 0.979
H 3.672 -0.355 3.537
H 0.965 0.006 3.239
C -4.880 -0.405 1.400
N -4.554 0.878 0.791
C -5.160 2.076 1.093
C -4.580 3.017 0.330
N -3.617 2.387 -0.448
C -3.612 1.056 -0.158
S -2.714 -0.274 -0.771
C -2.834 3.060 -1.441
C -2.739 4.449 -1.430
C -1.991 5.041 -2.431
C -1.365 4.246 -3.380
C -1.522 2.876 -3.279
N -2.251 2.292 -2.331
H -5.510 -0.214 2.265
H -3.964 -0.908 1.707
H -5.403 -1.038 0.685
H -5.952 2.151 1.816
H -4.793 4.065 0.260
H -3.208 5.060 -0.675
H -1.893 6.119 -2.462
H -0.769 4.675 -4.171
H -1.053 2.209 -3.992
C 3.999 -6.127 -1.981
C 2.906 -5.204 -1.517
C 2.808 -4.817 -0.188
C 1.771 -4.008 0.267
C 1.693 -3.666 1.729
C 0.819 -3.549 -0.650
Se -0.706 -2.560 -0.027
C 0.903 -3.909 -2.000
C -0.122 -3.487 -3.017
C 1.946 -4.735 -2.404
H 4.733 -6.297 -1.194
H 4.525 -5.726 -2.850
H 3.592 -7.096 -2.273
H 3.541 -5.179 0.525
H 2.474 -4.183 2.286
H 0.722 -3.938 2.147
H 1.804 -2.593 1.898
H -0.514 -2.492 -2.808
H -0.972 -4.172 -3.009
H 0.309 -3.497 -4.018
H 2.002 -5.026 -3.449
S -1.371 -1.713 3.478
C -2.469 -1.702 4.706
N -2.630 -2.661 5.625
C -3.819 -2.602 6.462
C -4.160 -1.120 6.569
S -3.638 -0.417 4.975
H -2.091 -3.507 5.523
H -3.611 -3.031 7.441
H -4.638 -3.160 6.000
H -3.606 -0.637 7.371
H -5.225 -0.957 6.714
*
```

**Expectation value of S²**: 2.028
**HOMO level (spin up / spin down)**: -9.21 / -9.36 eV
**Gap between HOMO and LUMO (spin up / spin down)**: 6.83 / 7.34 eV
**Energy above the lowest of the compared OMol25 structures with the same formula, charge and spin**: 0.279 eV

# C57H48I2NiOP3Si

C57H48I2NiOP3Si as an isolated structure (wB97M-V/def2-TZVPD, OMol25).

Structure (ORCA input):
```
! RIJCOSX wB97M-V def2-TZVPD def2/J DEFGRID3
* xyz -1 3
Ni -0.580 -0.423 0.025
C -3.773 -2.393 -5.477
C -2.898 -1.406 -5.900
C -2.147 -0.702 -4.948
C -2.190 -1.039 -3.597
C -3.107 -2.008 -3.192
C -3.906 -2.667 -4.127
P -1.157 -0.072 -2.435
C 0.393 0.111 -3.351
C 0.779 -0.868 -4.263
C 1.938 -0.717 -5.013
C 2.730 0.417 -4.864
C 2.326 1.431 -3.993
C 1.172 1.286 -3.243
C -1.858 1.600 -2.514
C -2.716 2.050 -3.544
C -2.781 3.423 -3.787
C -2.161 4.344 -2.963
C -1.407 3.918 -1.876
C -1.358 2.553 -1.573
Si -0.641 1.975 0.040
C 1.094 2.568 0.251
C 1.359 3.890 0.631
C 2.667 4.356 0.654
C 3.709 3.494 0.351
C 3.469 2.150 0.061
C 2.168 1.664 -0.009
P 1.769 -0.110 -0.223
C 2.810 -0.929 -1.514
C 4.050 -0.479 -1.986
C 4.840 -1.306 -2.786
C 4.359 -2.536 -3.237
C 3.126 -2.975 -2.799
C 2.368 -2.191 -1.936
C 2.551 -0.985 1.155
C 3.501 -0.376 2.000
C 4.248 -1.161 2.874
C 4.002 -2.528 2.984
C 3.050 -3.125 2.172
C 2.347 -2.364 1.235
C -1.758 2.604 1.424
C -2.302 3.886 1.434
C -3.171 4.297 2.437
C -3.506 3.410 3.455
C -3.012 2.109 3.431
C -2.093 1.704 2.453
P -1.155 0.140 2.522
C -2.068 -0.792 3.808
C -1.869 -0.483 5.158
C -2.585 -1.142 6.159
C -3.606 -2.015 5.821
C -3.922 -2.215 4.481
C -3.168 -1.614 3.487
C 0.354 0.584 3.435
C 1.042 -0.434 4.130
C 2.106 -0.139 4.969
C 2.458 1.188 5.203
C 1.755 2.206 4.584
C 0.738 1.918 3.671
H -4.359 -2.942 -6.212
H -2.809 -1.185 -6.962
H -1.515 0.129 -5.267
H -3.267 -2.204 -2.136
H -4.638 -3.407 -3.792
H 0.180 -1.773 -4.388
H 2.218 -1.513 -5.704
H 3.669 0.509 -5.414
H 2.921 2.324 -3.899
H 0.858 2.112 -2.610
H -3.265 1.359 -4.161
H -3.302 3.778 -4.665
H -2.258 5.412 -3.134
H -0.846 4.660 -1.301
H 0.545 4.563 0.891
H 2.857 5.400 0.936
H 4.731 3.837 0.402
H 4.311 1.476 -0.116
H 4.394 0.523 -1.758
H 5.828 -0.970 -3.084
H 4.963 -3.122 -3.935
H 2.736 -3.939 -3.121
H 1.395 -2.554 -1.613
H 3.638 0.708 1.972
H 5.021 -0.704 3.483
H 4.537 -3.114 3.725
H 2.876 -4.189 2.241
H 1.630 -2.831 0.575
H -2.053 4.609 0.662
H -3.591 5.292 2.427
H -4.159 3.713 4.266
H -3.338 1.420 4.194
H -1.165 0.293 5.459
H -2.339 -0.960 7.201
H -4.118 -2.546 6.608
H -4.768 -2.833 4.193
H -3.493 -1.691 2.452
H 0.731 -1.471 3.989
H 2.632 -0.940 5.472
H 3.287 1.398 5.873
H 1.988 3.246 4.797
H 0.214 2.751 3.225
I -3.240 -0.324 0.000
I -6.397 -0.735 0.074
C -1.184 -4.183 -1.647
O -0.707 -2.907 -1.245
C -0.987 -2.299 -0.097
C -1.182 -3.246 1.056
H -2.260 -4.305 -1.401
H -0.574 -4.972 -1.170
H -1.052 -4.236 -2.734
H -0.433 -4.065 0.969
H -2.198 -3.693 1.051
H -1.044 -2.747 2.028
*
```

**Expectation value of S²**: 2.030
**HOMO level (spin up / spin down)**: -2.15 / -3.02 eV
**Gap between HOMO and LUMO (spin up / spin down)**: 4.28 / 5.15 eV
**Energy above the lowest of the compared OMol25 structures with the same formula, charge and spin**: 0.000 eV

# C3H5N2

C3H5N2 as an isolated structure (wB97M-V/def2-TZVPD, OMol25).

Structure (ORCA input):
```
! RIJCOSX wB97M-V def2-TZVPD def2/J DEFGRID3
* xyz 1 1
C 1.175 0.740 -0.121
C -0.228 0.677 0.364
C 0.082 -0.808 0.415
N 1.420 -0.504 -0.199
N -0.956 -0.311 -0.473
H 1.893 1.614 -0.390
H -0.902 1.322 0.966
H 0.054 -1.596 1.140
H -1.865 -0.656 -0.293
H -0.674 -0.478 -1.407
*
```

**HOMO level**: -15.93 eV
**Gap between HOMO and LUMO**: 11.14 eV
**Energy above the lowest of the compared OMol25 structures with the same formula, charge and spin**: 4.605 eV

# C4H6O

A 2-piece molecular cluster, C4H6O overall (wB97M-V/def2-TZVPD, OMol25).

Structure (ORCA input):
```
! RIJCOSX wB97M-V def2-TZVPD def2/J DEFGRID3
* xyz 0 1
C -1.835 0.147 0.410
C -1.424 0.552 -0.731
C -0.782 -0.706 -0.188
C 1.254 -0.109 0.560
O 1.880 0.474 -0.523
H -2.203 0.595 1.244
H -1.376 1.416 -1.294
H -0.701 -1.760 -0.463
H 1.581 -1.143 0.667
H 1.136 0.585 1.404
H 2.471 -0.052 -1.087
*
```

**HOMO level**: -7.11 eV
**Gap between HOMO and LUMO**: 8.14 eV
**Energy above the lowest of the compared OMol25 structures with the same formula, charge and spin**: 5.310 eV